Entry from the Open Molecules 2025 dataset: 2 unconnected molecules or ions with the total composition C6H14O (the ωB97M-V functional and the def2-TZVPD basis).

Results
SMILES: C=C(C)CCC.O
ΔE to the lowest compared entry with this formula, charge and spin, kcal per mole: 45.74
Total charge: 0

Each line ends with the Löwdin charge.
Positions of all 21 atoms, in Å:
C -0.12187 0.02925 -2.78820  -0.08
C 0.82426 -0.32884 -1.61346  -0.27
C 0.75749 0.58179 -0.41259  -0.23
C -0.40383 0.17131 0.37775  -0.38
C -1.48597 0.95985 0.69257  0.06
C -0.24001 -1.19509 0.99406  -0.07
H 0.50305 0.40966 -3.60642  0.07
H -0.76223 0.79857 -2.38709  0.06
H -0.71097 -0.83890 -3.16804  0.08
H 0.69843 -1.29840 -1.31347  0.06
H 1.87406 -0.25006 -1.99018  0.12
H 1.76060 0.51927 0.20596  0.15
H 0.71843 1.66831 -0.65782  0.12
H -2.30894 0.64859 1.38196  0.08
H -1.53400 1.95912 0.44615  0.02
H -0.54498 -2.00639 0.36112  0.08
H 0.79852 -1.40444 1.36065  0.11
H -0.85737 -1.25031 1.79486  0.03
H 0.88061 -0.19931 3.36763  -0.06
H -0.02877 0.89457 3.15198  0.09
O 0.18348 0.13145 3.80257  -0.04

Entry from the Open Molecules 2025 dataset: C4H12N2O2 in the gas phase (the ωB97M-V functional and the def2-TZVPD basis).

Results
SMILES: C[C@@H](O)C(N)(N)CO
ΔE to the lowest compared entry with this formula, charge and spin, kcal per mole: 39.62
Total charge: 0

Each line ends with the Löwdin charge.
Positions of all 20 atoms, in Å:
C -0.28234 0.44277 -0.18454  -0.57
C 1.18494 -0.25889 0.21849  -0.36
C -1.14456 0.04210 0.98353  -0.16
C 1.13972 -1.75198 0.49512  -0.05
N -0.10325 1.86812 -0.21626  0.09
N -0.76470 -0.16221 -1.39490  0.10
O 2.04047 0.03083 -0.86669  -0.05
O -2.46408 0.76994 0.88599  -0.10
H 1.75532 -0.51768 -1.60868  0.09
H -2.27599 1.71183 0.98345  0.06
H 1.59479 0.29839 1.06516  0.14
H -0.62592 2.30765 -0.96609  0.09
H 0.87075 2.12929 -0.31000  0.08
H -0.40060 0.30127 -2.22026  0.08
H -1.77871 -0.13882 -1.40916  0.09
H -1.46277 -0.99414 0.91650  0.12
H -0.68335 0.28294 1.94415  0.13
H 2.15145 -2.15620 0.50277  0.08
H 0.68940 -1.95494 1.46248  0.07
H 0.55944 -2.25027 -0.28106  0.08

Entry from the Open Molecules 2025 dataset: 2 unconnected molecules or ions with the total composition C3H6Si (the ωB97M-V functional and the def2-TZVPD basis).

Results
ΔE to the lowest compared entry with this formula, charge and spin, kcal per mole: 84.01
Total charge: 0

Each line ends with the Löwdin charge.
Positions of all 10 atoms, in Å:
C 2.31177 0.55850 -0.22858  0.10
C 1.28187 -0.06754 -0.11083  -0.34
C 0.04912 -0.66878 -0.01503  -0.40
Si -1.51861 0.45160 -0.09714  0.64
H 3.37100 0.92142 -0.34639  0.06
H 0.06797 -1.57426 1.64711  0.20
H -0.12320 -1.53121 -0.49557  -0.03
H -0.87395 1.57015 -0.74951  -0.07
H -1.96744 0.60344 1.29402  -0.09
H -2.59852 -0.26332 -0.89808  -0.07

Highest occupied orbital energy: -0.345 -0.332 -0.332 (hartree)
Gap between HOMO and LUMO: 10.12 9.87 8.65 (eV)